(1)
{
  "formula": "C9H20CdN2O4S",
  "method": "ωB97M-V/def2-TZVPD",
  "total_energy_ha": -1330.50139,
  "charge": 2,
  "relative_energy_ev": 0.181,
  "multiplicity": 1,
  "species": ["C", "C", "C", "C", "N", "C", "C", "O", "S", "O", "O", "O", "C", "N", "C", "C", "H", "H", "H", "H", "H", "H", "H", "H", "H", "H", "H", "H", "H", "H", "H", "H", "H", "H", "H", "H", "Cd"],
  "positions_angstrom": [[-2.8608, -3.1653, -2.3436], [-1.9349, -2.3910, -1.4121], [-0.8837, -1.5671, -2.1437], [0.4587, -1.3874, -1.3895], [0.0896, -0.6278, -0.2189], [1.1389, 0.1906, 0.3721], [1.8726, 1.1268, -0.5546], [2.0917, -0.5961, 1.0770], [1.5818, -1.0093, 2.5396], [1.1352, -2.3532, 2.5237], [2.5098, -0.5529, 3.4985], [0.2603, -0.0878, 2.4822], [0.4305, 0.9873, 1.5275], [1.1951, 2.0182, 2.1359], [1.0136, 3.3995, 1.6977], [-0.4296, 3.8981, 1.7755], [-2.2515, -3.8920, -2.9298], [-3.3798, -2.4552, -3.0051], [-3.6184, -3.7425, -1.8232], [-1.4681, -3.0601, -0.6919], [-2.5444, -1.6908, -0.8433], [-1.2805, -0.5687, -2.3228], [-0.6422, -2.1037, -3.1459], [1.1535, -0.8534, -2.0273], [0.8869, -2.3703, -1.1864], [-0.1899, -1.2989, 0.4950], [2.2712, 0.6411, -1.4398], [1.1842, 1.9031, -0.8860], [2.6879, 1.5782, -0.0039], [-0.5985, 1.2262, 1.2442], [1.0793, 1.9310, 3.1409], [1.4309, 3.5337, 0.7040], [1.6306, 4.0085, 2.3544], [-0.4590, 4.9827, 1.7545], [-0.9277, 3.5501, 2.6765], [-1.0022, 3.5516, 0.9143], [-1.6309, -2.7533, -4.5457]],
  "forces_ev_per_angstrom": [[0.4, 0.6, 0.3], [0.0, -0.1, 0.0], [-0.4, 0.5, 1.2], [-0.1, -0.4, -0.6], [0.5, -0.6, -0.3], [0.0, 1.5, 0.5], [-0.4, -0.2, -0.3], [0.3, -0.3, -0.3], [-0.1, -0.1, 0.3], [-0.2, -0.1, -0.2], [-0.1, 0.1, -0.1], [0.2, 0.2, 0.1], [0.0, -1.0, 0.5], [-0.5, -0.1, -0.1], [0.1, 0.3, 0.4], [-0.1, -0.2, -0.5], [-0.1, -0.7, 0.4], [-0.4, 0.1, 0.0], [-0.2, -0.2, -0.2], [0.1, -0.2, -0.1], [-0.1, 0.0, 0.1], [0.0, 0.0, -0.6], [0.9, 0.2, 0.2], [0.0, 0.1, 0.0], [0.1, -0.1, 0.2], [-0.4, 0.2, 0.1], [0.2, -0.1, 0.0], [0.0, 0.1, -0.1], [0.1, 0.1, 0.1], [0.0, 0.3, -0.3], [0.3, 0.0, 0.0], [-0.1, 0.0, -0.2], [0.1, -0.1, 0.1], [0.1, 0.1, 0.0], [0.0, 0.0, 0.2], [-0.1, 0.0, 0.0], [-0.2, 0.0, -0.8]]
}

=====

(2)
{
  "formula": "C9H20NO12Y",
  "method": "ωB97M-V/def2-TZVPD",
  "total_energy_ha": -1351.12747,
  "relative_energy_ev": 0.170,
  "multiplicity": 1,
  "species": ["Y", "O", "C", "O", "O", "H", "O", "C", "O", "O", "H", "O", "C", "O", "O", "H", "C", "C", "C", "O", "C", "N", "H", "H", "H", "H", "H", "H", "H", "H", "H", "H", "H", "C", "C", "O", "O", "H", "H", "H", "H", "H", "H"],
  "positions_angstrom": [[-0.6387, -0.8811, 0.0311], [1.0932, -3.0588, -3.2153], [0.6202, -2.4562, -2.0963], [1.3279, -1.8634, -1.3212], [-0.5628, -2.3601, -1.8593], [0.3772, -3.5157, -3.6628], [-2.0298, -4.4439, 1.6449], [-1.4519, -3.2895, 1.3565], [-0.2631, -3.1017, 1.1138], [-2.1946, -2.3478, 0.9950], [-2.9606, -4.2409, 1.5265], [-4.0641, 1.4384, -0.2016], [-2.9386, 0.8091, -0.2881], [-2.7126, -0.1440, -0.9890], [-2.0596, 0.9456, 0.5054], [-4.6005, 1.0501, -0.8967], [2.3168, 2.5339, -0.4910], [1.0722, 1.6988, -0.6268], [0.8246, 1.4064, -2.0910], [-0.3178, 0.5791, -2.2526], [-0.8173, 0.3706, -3.5806], [1.2484, 0.5179, 0.2097], [2.2932, 3.5142, -0.9670], [3.2497, 2.0429, -0.7679], [2.4248, 2.7939, 0.5620], [0.2828, 2.3626, -0.2741], [1.6427, 0.7982, -2.4768], [0.6816, 2.3359, -2.6422], [-0.9274, 1.3022, -4.1356], [-1.8207, -0.0469, -3.4968], [-0.1057, -0.2285, -4.1487], [2.2031, 0.2300, 0.0490], [1.4166, 0.8459, 1.1501], [0.7415, -0.5034, 3.2913], [1.0175, 0.9531, 3.6390], [1.7522, 1.7082, 2.7585], [-0.3421, -0.4558, 2.3940], [0.3846, -1.1481, 4.0944], [1.5448, -1.0886, 2.8436], [1.6616, 0.8515, 4.5125], [0.1184, 1.4747, 3.9671], [1.5496, 2.6274, 2.9474], [-1.0372, -0.0166, 2.8895]],
  "forces_ev_per_angstrom": [[-1.3, -2.1, -1.7], [0.6, 0.0, 0.4], [0.0, 0.2, -0.9], [4.9, 1.7, 2.0], [-5.7, -1.2, -0.8], [-0.4, 0.0, 0.1], [0.6, -0.7, 0.9], [-0.1, 1.5, -3.0], [3.1, -1.3, 1.2], [-2.9, 1.5, 0.6], [-0.4, -0.1, 0.1], [-1.6, 1.4, -0.4], [-0.1, -2.2, 0.2], [-1.8, -4.0, -5.9], [4.8, 4.3, 6.7], [-0.5, 0.0, -0.2], [0.8, 1.2, 0.6], [0.4, 1.4, -0.6], [-0.3, -1.3, -0.4], [-0.8, 0.2, 0.7], [0.4, 0.4, 0.3], [0.6, 0.2, 0.2], [-0.2, -0.1, -0.5], [-0.1, -0.2, -0.3], [0.1, -0.1, 0.2], [-0.5, -0.6, 0.3], [0.6, 0.4, -0.2], [0.2, 0.1, -0.1], [0.1, 0.4, 0.2], [0.4, -0.4, 0.1], [-0.2, -0.4, 0.0], [0.1, -1.0, -0.9], [-0.7, 0.6, 0.4], [-0.5, 0.3, -0.7], [1.0, -1.6, 3.4], [0.3, 0.7, -1.7], [-0.8, -0.3, -0.9], [0.4, 0.6, 0.8], [0.2, 0.5, -0.2], [-0.1, 0.2, 0.8], [-0.3, -0.2, -0.1], [0.2, 0.1, -0.2], [-0.6, 0.0, -0.5]]
}

=====

(3)
{
  "formula": "C9H20S",
  "method": "ωB97M-V/def2-TZVPD",
  "total_energy_ha": -752.91633,
  "relative_energy_ev": 5.196,
  "multiplicity": 1,
  "species": ["C", "C", "C", "C", "C", "C", "C", "C", "C", "S", "H", "H", "H", "H", "H", "H", "H", "H", "H", "H", "H", "H", "H", "H", "H", "H", "H", "H", "H", "H"],
  "positions_angstrom": [[-2.2405, -1.7360, 0.3463], [0.1615, 0.8652, -1.0328], [1.0163, 3.1222, -2.1235], [1.3493, 1.1453, 1.2635], [-0.3842, 2.8664, 0.5681], [-1.0640, -4.3652, -0.2043], [0.1464, -2.5453, 1.3804], [1.2418, 1.8799, -1.2503], [0.6174, 1.7542, 0.0943], [-0.8320, -2.5282, -0.0646], [-2.7684, -2.0072, 1.3008], [-2.7958, -1.5369, -0.4367], [0.5584, -0.2501, -0.9753], [1.7942, 3.1483, -2.9723], [1.2692, 4.0199, -1.5854], [-0.0484, 3.2859, -2.4879], [2.2907, 0.6420, 0.8296], [0.6573, 0.5817, 1.8733], [1.4801, 1.8810, 1.9967], [-1.0439, 3.2874, -0.2463], [0.1349, 3.7141, 1.0957], [-0.9937, 2.3261, 1.3513], [-0.3740, -4.7787, -1.0487], [-0.6998, -4.8760, 0.7462], [-2.0566, -4.7950, -0.5101], [0.9204, -3.2788, 1.1306], [0.5958, -1.5350, 1.4393], [-0.4131, -2.6396, 2.3101], [2.2499, 1.4521, -1.3103], [-0.7691, 0.9004, -1.4777]],
  "forces_ev_per_angstrom": [[2.5, -1.1, 4.6], [3.1, -3.1, 1.1], [0.5, -0.1, -1.1], [0.4, -0.8, -1.8], [0.0, -0.7, 0.3], [1.7, -2.6, -0.7], [1.2, 1.1, 0.1], [0.4, 0.5, -0.7], [-1.8, 1.2, 0.3], [-2.3, -0.3, -0.6], [0.7, 0.1, -1.0], [-2.7, 1.3, -3.8], [-0.9, 2.4, -0.1], [-1.6, -0.3, 0.8], [0.0, 0.4, 0.5], [1.4, -0.6, 0.2], [-1.4, 0.5, 1.5], [-0.1, -1.4, -0.4], [1.5, 1.6, 0.8], [0.7, -0.6, 0.9], [-0.3, -0.8, -0.6], [0.2, 0.9, -0.8], [-0.8, 0.9, 1.4], [-0.7, 0.6, -1.1], [0.6, 1.2, 0.6], [0.0, 0.1, 0.9], [0.0, -0.6, -0.2], [-0.1, -0.7, -0.2], [-0.3, 0.3, -0.1], [-1.8, 0.5, -0.8]]
}

=====

(4)
{
  "formula": "C9H21AgN5O9",
  "method": "ωB97M-V/def2-TZVPD",
  "total_energy_ha": -1453.25214,
  "charge": -1,
  "relative_energy_ev": 1.312,
  "multiplicity": 1,
  "species": ["Ag", "N", "O", "O", "O", "N", "O", "O", "O", "C", "C", "O", "N", "C", "H", "H", "H", "H", "H", "H", "H", "C", "C", "O", "N", "C", "H", "H", "H", "H", "H", "H", "H", "C", "C", "O", "N", "C", "H", "H", "H", "H", "H", "H", "H"],
  "positions_angstrom": [[-0.1106, -0.4342, 1.1751], [1.0797, 2.0103, 3.5951], [1.3951, 3.0867, 3.1151], [1.5200, 1.7365, 4.7203], [0.3575, 1.1705, 2.9973], [0.7369, -2.9051, 3.4850], [0.7704, -3.6647, 2.5213], [0.2714, -1.7765, 3.4010], [1.1662, -3.1894, 4.5763], [-4.0081, 0.4145, -1.7325], [-3.3015, 0.0904, -0.3902], [-2.2295, -0.4961, -0.5514], [-3.9926, 0.3846, 0.6993], [-3.5677, 0.1365, 2.1129], [-4.4575, 1.3950, -1.5753], [-4.7643, -0.3050, -2.0465], [-3.2407, 0.4351, -2.5062], [-4.8733, 0.8648, 0.5812], [-3.6248, -0.9039, 2.4331], [-4.1818, 0.7174, 2.8010], [-2.5067, 0.3801, 2.1681], [0.9749, -4.2016, -1.0482], [1.0286, -2.7445, -1.2816], [0.4353, -1.9485, -0.5409], [1.6626, -2.2764, -2.2853], [1.7876, -0.8037, -2.6001], [0.8315, -4.4387, 0.0060], [1.9212, -4.6605, -1.3344], [0.2007, -4.7886, -1.5423], [2.2368, -2.8400, -2.8959], [2.8133, -0.6489, -2.2654], [1.0819, -0.1308, -2.1129], [1.7122, -0.6669, -3.6788], [3.2789, 2.7168, 0.2536], [2.1109, 1.9910, -0.3894], [1.5621, 0.9569, 0.0428], [1.4884, 2.7951, -1.2819], [0.1120, 2.6656, -1.8951], [4.0707, 1.9767, 0.3692], [2.9383, 3.2103, 1.1639], [3.6439, 3.5233, -0.3824], [2.1399, 3.4074, -1.7517], [-0.5398, 2.2836, -1.1094], [0.2425, 1.8774, -2.6367], [-0.1725, 3.5977, -2.3834]],
  "forces_ev_per_angstrom": [[0.2, -0.3, 0.8], [0.6, -1.4, 1.6], [-0.1, 1.6, -1.8], [-0.3, -0.4, 0.3], [-0.4, 0.4, -0.4], [0.1, 0.5, 0.3], [0.1, -1.1, -1.3], [-1.6, 2.7, -1.8], [1.3, -2.1, 2.1], [0.1, 0.7, 0.9], [0.3, -1.5, -3.4], [-0.1, 0.5, 1.9], [-0.4, 0.0, 2.3], [0.5, -0.2, -0.9], [-0.3, 0.1, -0.6], [0.0, -0.1, 0.4], [-0.1, 0.2, 0.2], [0.3, -0.2, -0.1], [-0.3, -0.1, -0.4], [0.2, 0.2, -0.3], [-0.1, 0.4, 0.4], [0.6, -1.7, 0.6], [-3.1, 0.4, 3.5], [0.0, -0.7, -0.2], [1.9, 2.4, -4.3], [0.7, -1.5, 0.3], [0.1, 0.5, 0.2], [0.1, -0.1, -0.1], [-0.2, 0.6, -0.5], [-0.3, -0.2, 0.3], [-0.1, 1.0, -0.1], [0.1, -0.7, 0.4], [0.1, -0.1, 0.0], [0.5, -0.8, -0.8], [-2.5, -0.5, 1.9], [1.6, 1.6, -1.0], [-0.7, 1.0, -1.5], [2.4, -1.3, 0.6], [0.1, 0.3, 0.6], [-0.1, -0.6, 0.3], [0.1, -0.1, -0.2], [-0.5, 0.3, 0.1], [-0.2, 0.4, -0.2], [-0.7, 0.0, -0.3], [0.0, -0.1, 0.4]]
}

=====

(5)
{
  "formula": "C9H21AlBrNO3P",
  "method": "ωB97M-V/def2-TZVPD",
  "total_energy_ha": -3793.86434,
  "charge": -1,
  "multiplicity": 1,
  "species": ["C", "C", "Al", "C", "C", "O", "C", "C", "P", "O", "Br", "H", "H", "H", "H", "H", "H", "H", "H", "H", "H", "H", "H", "H", "H", "C", "C", "O", "N", "C", "H", "H", "H", "H", "H", "H", "H"],
  "positions_angstrom": [[-0.1068, -3.2453, 0.9011], [0.3810, -3.6478, -0.2345], [1.8116, -2.6820, -1.3082], [2.8121, -1.3728, -0.1344], [2.3501, 0.0841, -0.2308], [1.9616, 0.5526, 1.0614], [1.5953, 1.9141, 1.0872], [2.3609, 2.5849, 2.2138], [0.7757, -1.5991, -3.1508], [-0.5024, -0.7653, -2.4839], [-0.2528, -3.2933, -4.3136], [0.1100, -2.2815, 1.3309], [-0.7551, -3.8943, 1.4786], [-0.0049, -4.5712, -0.6493], [2.8360, -3.8287, -1.8188], [3.8847, -1.4122, -0.2878], [2.6435, -1.6868, 0.8865], [3.1928, 0.6764, -0.5877], [1.5309, 0.2208, -0.9358], [0.5417, 1.9626, 1.3553], [1.7708, 2.4056, 0.1403], [3.4115, 2.5878, 1.9494], [1.9864, 3.5754, 2.4275], [2.2705, 1.9346, 3.0668], [-0.9656, -1.2725, -1.7888], [-2.9809, 0.9945, -1.4742], [-2.5245, 0.4221, -0.1530], [-1.9929, -0.6692, -0.0620], [-2.7216, 1.1807, 0.9644], [-3.3247, 2.4936, 1.0621], [-2.7496, 0.2835, -2.2604], [-4.0580, 1.1742, -1.4612], [-2.4575, 1.9272, -1.6876], [-2.3893, 0.7417, 1.8089], [-2.6073, 3.2006, 1.4848], [-4.1983, 2.4536, 1.7171], [-3.6349, 2.8515, 0.0865]],
  "forces_ev_per_angstrom": [[-0.8, 0.0, 1.6], [1.1, 0.4, -2.4], [0.0, -1.1, 0.9], [-0.6, 0.4, -0.6], [0.4, -0.6, 0.1], [0.1, 0.2, -0.2], [-0.1, -0.3, 0.9], [0.2, -0.5, -0.6], [0.1, 0.9, -0.6], [-0.2, -0.6, 0.0], [-0.1, -0.1, 0.1], [0.3, 0.2, 0.2], [-0.4, 0.1, 0.3], [0.0, -0.5, 0.2], [0.0, 0.1, -0.3], [0.3, -0.1, -0.1], [-0.1, -0.3, 0.4], [0.1, 0.4, -0.1], [-0.3, 0.1, 0.0], [-0.5, 0.1, -0.4], [0.0, 0.1, -0.4], [0.3, 0.3, 0.0], [0.0, 0.3, 0.1], [-0.1, -0.1, 0.6], [0.2, 0.3, 0.1], [-0.1, -0.1, 0.0], [0.1, 0.0, 0.0], [-0.2, 0.0, 0.0], [-0.1, 0.1, -0.1], [0.2, -0.3, 0.3], [0.1, 0.0, 0.0], [0.0, 0.1, 0.0], [-0.1, 0.0, 0.0], [0.0, 0.0, 0.0], [-0.1, 0.1, -0.1], [-0.1, 0.1, -0.1], [0.0, 0.0, 0.0]]
}

=====

(6)
{
  "formula": "C9H21BBrIO7P3",
  "method": "ωB97M-V/def2-TZVPD",
  "total_energy_ha": -4803.02527,
  "charge": -1,
  "multiplicity": 1,
  "species": ["C", "C", "P", "C", "P", "I", "C", "C", "O", "C", "C", "O", "Br", "C", "P", "O", "O", "O", "B", "O", "O", "C", "H", "H", "H", "H", "H", "H", "H", "H", "H", "H", "H", "H", "H", "H", "H", "H", "H", "H", "H", "H", "H"],
  "positions_angstrom": [[3.1252, 1.7138, -0.0555], [1.9010, 2.0453, 0.8158], [0.1716, 1.9414, 0.1283], [0.4620, 2.4224, -1.6298], [-0.6786, -0.2511, 0.0758], [-2.0030, -2.7126, 0.0466], [-2.3897, 0.5986, -0.5450], [-3.0793, 0.1126, -1.7622], [-3.0408, 0.6847, -2.8266], [1.0454, -1.0156, 0.8705], [1.2708, -2.4564, 1.1005], [1.7010, -3.2866, 0.3744], [0.8873, -3.0163, 2.9922], [-0.2113, -0.6102, -1.7382], [1.2613, -1.3222, -2.4583], [1.4153, -0.8961, -3.8600], [1.0668, -2.8804, -2.2258], [2.6144, -1.0296, -1.6298], [-1.3200, -0.0443, 1.9858], [-1.1567, 1.1669, 2.6466], [-1.9136, -1.0640, 2.6624], [-3.1778, -0.9028, 3.2743], [3.6392, 0.8157, 0.2940], [2.8576, 1.5404, -1.0964], [3.8593, 2.5213, -0.0311], [1.9674, 3.0991, 1.1063], [1.9480, 1.4997, 1.7598], [1.0633, 1.7429, -2.2355], [0.9294, 3.4101, -1.6216], [-0.5165, 2.5195, -2.1029], [-2.2262, 1.6697, -0.6896], [-3.0689, 0.4883, 0.3104], [-3.6474, -0.8289, -1.6803], [1.9240, -0.6681, 0.3308], [1.0665, -0.5352, 1.8509], [-0.8944, -1.4256, -2.0119], [-0.5259, 0.2026, -2.3871], [1.7442, -3.2807, -1.6644], [3.1246, -0.3909, -2.1414], [-0.6583, 1.0677, 3.4637], [-3.9492, -0.7676, 2.5125], [-3.4018, -1.8173, 3.8207], [-3.1863, -0.0601, 3.9713]],
  "forces_ev_per_angstrom": [[0.1, -0.2, 0.1], [0.3, 0.2, -0.1], [-0.3, 0.0, 0.2], [0.0, -0.1, 0.0], [0.6, 1.4, -0.1], [-0.3, -0.7, 0.0], [-0.2, 0.1, 0.1], [-0.1, -0.3, 0.2], [0.1, 0.3, -0.5], [0.3, -0.2, 0.7], [-0.1, 0.3, -0.2], [0.1, -0.2, 0.1], [0.0, 0.0, 0.1], [-0.4, -0.8, 0.0], [-0.2, -0.1, -0.3], [0.1, 0.0, 0.0], [0.3, 0.1, -0.3], [0.1, 0.1, 0.0], [-0.2, -0.2, 0.2], [0.5, 0.1, -0.5], [0.0, 0.0, -0.4], [0.1, -0.1, 0.3], [-0.1, 0.0, 0.0], [0.0, 0.1, 0.0], [0.0, 0.0, 0.0], [0.0, 0.0, 0.0], [-0.1, 0.0, 0.0], [0.0, 0.1, 0.0], [0.0, 0.0, 0.0], [0.0, 0.0, -0.1], [0.1, 0.0, 0.0], [0.1, -0.2, 0.0], [0.0, 0.0, 0.1], [-0.2, 0.0, -0.2], [-0.1, 0.0, 0.0], [-0.1, 0.1, 0.0], [0.2, 0.3, 0.2], [-0.2, 0.0, 0.2], [0.1, 0.0, 0.0], [-0.4, -0.1, 0.2], [0.0, 0.0, 0.0], [0.0, 0.0, 0.0], [0.0, 0.0, -0.1]]
}

=====

no.,gap between HOMO and LUMO (eV),strongest force on any atom (eV/A)
1,2.0,1.5
2,8.9,9.3
3,7.8,5.4
4,6.4,5.3
5,6.3,2.6
6,7.0,1.5